The following is a quantum chemistry calculation of a structure of composition C18H19CoN4OS, from OMol25.

Results
multiplicity = 1
ΔE to the lowest compared entry with this formula, charge and spin = 2.19 kcal/mol
E_HOMO (alpha / beta) = -7.401 / -7.409 eV
HOMO-LUMO gap (alpha / beta) = 7.18 / 7.19 eV
molecular weight = 398.38 g/mol

The geometry in XYZ format:
```
44
Properties=species:S:1:pos:R:3:forces:R:3
Co 0.013186 -0.004255 -0.012026 0.467 0.578 -0.076
S 0.315808 3.239251 -0.101626 0.013 0.194 -0.071
O -0.287891 -1.793179 0.143554 -0.839 -0.255 0.236
N -6.912225 -0.652218 0.956844 -0.138 -0.044 0.060
N 2.961679 -0.275571 -0.011363 0.072 0.119 0.029
N -1.979713 0.169974 0.038374 -0.074 -0.167 -0.054
N -7.034998 0.639689 -0.853829 -0.052 0.030 -0.041
C -0.651179 -3.683814 -1.238963 -0.028 -0.021 0.004
C -10.615496 -0.535242 0.726815 -0.022 0.023 -0.033
C 1.508406 -3.385234 -0.013414 -0.019 -0.126 -0.001
C -4.762501 0.056188 0.013998 -0.207 0.023 0.027
C -9.400341 -0.902258 1.264077 0.028 -0.006 0.014
C -2.649028 -0.504431 0.978477 -0.089 -0.065 0.117
C -2.680683 0.783004 -0.911236 -0.083 0.134 -0.068
C 1.806555 -0.169220 -0.011442 -0.049 -0.030 -0.125
C -0.004911 -3.147927 0.040132 0.514 0.200 -0.115
C -8.341633 0.372009 -0.499641 0.009 0.056 -0.090
C -0.587689 -3.866225 1.257819 -0.041 0.020 0.017
C -10.696405 0.279971 -0.416740 -0.009 -0.025 0.034
C -6.235492 -0.000878 0.056404 0.245 0.005 -0.053
C -8.243626 -0.438640 0.635702 0.064 -0.062 0.081
C 0.176810 1.697956 -0.094998 -0.046 -0.503 0.156
C -4.027348 -0.594248 0.996326 0.060 0.015 0.103
C -4.064069 0.758796 -0.957100 0.065 0.066 -0.081
C -9.564513 0.748995 -1.050754 0.081 -0.008 0.019
H -6.730486 1.206318 -1.623460 -0.003 0.001 -0.013
H 1.931661 -2.877792 -0.883059 -0.001 -0.025 0.015
H -11.670046 0.544541 -0.808310 0.007 -0.003 0.010
H 1.745873 -4.450344 -0.083775 0.009 0.025 -0.006
H -4.564989 1.297259 -1.750520 0.031 -0.025 -0.022
H -2.110463 1.317849 -1.659025 0.009 0.001 0.013
H -0.165047 -3.439722 2.169886 -0.009 -0.016 0.000
H -11.530550 -0.879252 1.190760 0.004 0.005 -0.006
H -4.540845 -1.151849 1.766480 0.034 0.024 0.019
H -0.220762 -3.177790 -2.105211 -0.006 -0.013 -0.005
H -9.331015 -1.527958 2.143852 -0.003 0.001 -0.010
H -0.369799 -4.936936 1.236415 -0.009 0.015 -0.001
H 3.954382 -0.332921 0.009889 -0.020 -0.041 0.007
H -1.671948 -3.733540 1.281231 0.017 0.004 0.014
H 1.976605 -2.984750 0.888663 0.002 -0.013 -0.013
H -2.042618 -0.980896 1.734330 0.014 -0.093 -0.078
H -0.505007 -4.761982 -1.348123 0.003 0.021 -0.008
H -1.722546 -3.473518 -1.217601 0.009 -0.018 -0.006
H -9.626824 1.376687 -1.930087 -0.010 -0.004 0.002
```
Positions in Å, forces in eV/Å.

---

The following is a quantum chemistry calculation of a cluster of 7 separate species, C27H61N7O11P in total in a non-equilibrium geometry, from OMol25.

Results
multiplicity = 1
E_HOMO = -4.653 eV
HOMO-LUMO gap = 6.63 eV
total charge = -1
molecular weight = 690.80 g/mol

The geometry in XYZ format:
```
107
Properties=species:S:1:pos:R:3:forces:R:3
P 0.308998 -3.889421 -5.710322 0.788 1.079 -3.335
O 4.267917 1.685690 8.086476 -0.054 -0.036 -0.017
O 0.132592 -2.272801 -5.401428 -0.832 -2.548 1.012
O -1.490810 1.657678 3.267703 -0.103 0.170 -0.001
O -4.662979 6.467065 5.152927 -0.121 -0.045 0.101
O 3.460512 0.960438 4.140165 -0.016 0.152 0.046
O -4.862128 0.634769 -6.049405 -0.040 0.172 -0.033
O -1.198547 -4.554455 -5.518151 2.150 0.310 0.663
O 0.725513 -3.986655 -7.140726 -0.322 -0.144 1.097
O -2.449027 0.494504 -1.322464 -0.015 0.057 -0.118
O 5.116633 -1.716129 -0.688315 -0.687 0.330 -0.015
O 5.620901 -3.891843 -0.561226 -1.338 0.491 -0.106
N -2.767838 2.455160 -0.313954 -0.028 -0.075 -0.300
N 2.721118 -3.382223 -1.859274 0.421 -1.116 0.203
N 5.176667 0.544509 2.774166 -0.215 0.312 0.468
N -2.994680 0.524315 -7.278020 -0.300 0.319 -0.019
N 3.127704 -0.080239 8.856712 -0.077 0.167 -0.213
N 0.246364 1.230738 1.923689 -0.220 0.402 0.475
N -4.289617 4.516895 4.120036 -0.402 0.072 0.318
C -1.712405 -6.262743 -3.837038 -0.081 0.538 -0.176
C -2.739939 1.677818 -1.426578 0.133 -0.355 0.243
C 1.609118 1.316707 1.436484 -0.229 -0.247 -0.363
C 4.798938 -2.921323 -0.579045 1.146 -0.855 0.664
C -4.935596 5.279550 5.038005 0.298 0.343 -0.211
C 1.330936 -5.012163 -3.204840 1.637 -0.694 0.105
C -0.304766 1.845027 2.998411 -0.106 -0.302 -0.286
C -1.989478 0.985678 -8.214759 0.064 -0.475 0.239
C 1.657379 -4.691756 -4.720838 -0.820 -0.419 1.009
C 4.641704 1.150944 3.857134 -0.046 -0.304 -0.377
C -4.378768 2.550124 -7.398581 -0.073 0.092 0.019
C -3.077770 3.863345 -0.200892 0.156 -0.324 0.472
C -3.069398 2.314566 -2.753071 0.013 -0.054 -0.080
C 5.528412 2.048725 4.682012 -0.144 0.105 0.099
C -4.467337 3.104133 3.832481 0.518 0.214 -0.208
C -0.512851 -2.023077 -4.123609 -0.362 1.593 1.040
C 3.308905 0.934851 7.967931 0.230 0.214 0.020
C 2.302694 1.089286 6.859247 -0.146 0.066 0.209
C -1.191458 -5.982234 -5.296667 -1.476 -0.784 0.371
C -5.983821 4.614737 5.894250 -0.072 0.028 0.094
C -1.749759 -1.079999 -4.223443 -0.426 -0.655 0.797
C 2.645004 -4.781399 -2.327580 -0.657 -0.311 -0.939
C 3.260328 -3.282406 -0.471001 0.788 0.623 0.308
C 0.570400 2.744162 3.829483 -0.059 0.017 0.175
C -4.110440 1.170008 -6.851719 -0.029 -0.394 0.229
C 2.067898 -1.067486 8.889209 0.410 0.012 0.357
C 6.529507 0.629477 2.264896 -0.189 -0.292 -0.290
H 3.840735 -0.119770 9.569039 -0.043 -0.025 -0.045
H -6.407083 5.350879 6.574410 0.113 0.043 -0.102
H 2.225169 1.968669 2.048062 -0.112 -0.095 0.098
H -2.209128 1.980956 -8.590931 -0.067 -0.049 0.070
H 2.514607 -2.061155 8.814938 -0.240 -0.090 -0.059
H 1.309695 1.278115 7.274845 -0.034 -0.151 -0.026
H -5.300956 2.931592 -6.965255 0.051 -0.142 0.038
H -4.086710 2.709541 -2.740705 0.073 0.121 -0.056
H -2.533109 1.947567 0.529040 -0.028 0.120 0.051
H -1.510024 -0.040092 -4.541618 -0.059 -0.849 -0.052
H 2.582032 1.934109 6.238187 0.096 -0.123 0.072
H -1.943849 0.284195 -9.049766 0.147 0.166 -0.106
H 3.511588 -5.043122 -2.998722 -0.591 0.125 0.679
H -1.021573 0.993945 -7.709995 0.080 0.103 -0.196
H 3.417509 -2.927843 -2.456236 -0.417 0.099 0.338
H -4.754089 3.002566 2.783300 -0.080 -0.272 0.059
H -3.314557 4.313308 -1.160839 0.021 -0.115 0.002
H -1.994857 -5.273577 -3.390442 0.191 -0.848 -0.409
H 1.858601 -5.669836 -5.229794 -0.266 0.963 0.160
H -1.963735 -6.402247 -5.993351 0.787 0.479 0.401
H -0.236513 -6.488327 -5.560230 -0.458 0.613 0.322
H -6.786425 4.218384 5.269956 0.049 -0.153 0.079
H 1.401431 2.176130 4.251111 0.137 0.108 -0.186
H 2.701456 -2.483800 0.078069 0.465 -0.520 -0.392
H -5.226984 2.648890 4.461621 -0.011 0.146 -0.008
H 1.359106 -0.929884 8.078065 0.095 0.060 0.009
H -3.512081 2.600667 3.990575 -0.153 -0.237 -0.107
H 4.518801 -0.038188 2.274117 0.178 -0.062 -0.111
H -2.170436 -0.999680 -3.171607 0.554 0.038 -1.165
H 0.947978 3.569573 3.223181 0.162 -0.072 0.042
H 2.667059 -5.530718 -1.499369 -0.081 0.855 -0.428
H 6.365521 1.480679 5.090127 0.073 0.120 -0.063
H -3.931183 3.971491 0.472443 -0.018 0.297 -0.082
H -3.565146 3.227359 -7.132390 0.007 0.022 -0.175
H 0.243470 -1.493364 -3.487158 -0.563 -0.764 -0.375
H -0.858612 -2.953676 -3.606056 0.499 0.661 -0.566
H 2.614378 -4.118867 -4.820446 -1.127 -0.023 -0.068
H 1.583240 1.695263 0.412583 0.216 -0.022 0.003
H -0.963916 -6.706714 -3.148342 -0.563 0.056 -0.606
H -2.647362 -6.865312 -3.899252 0.803 0.232 0.269
H 4.953671 2.456947 5.511582 0.002 -0.131 -0.026
H 6.953506 -0.375268 2.247957 0.174 0.111 -0.125
H -3.604113 5.029986 3.586686 0.011 -0.078 0.048
H -3.002133 1.562782 -3.536802 -0.034 -0.030 0.131
H -2.577406 -1.536276 -4.828031 0.812 0.493 0.236
H -2.358113 3.112406 -2.976047 -0.130 0.093 0.010
H -4.496104 2.511176 -8.482937 0.130 0.118 0.007
H -2.882075 -0.392295 -6.869227 0.089 0.050 -0.022
H 7.157754 1.277283 2.870685 -0.147 0.001 0.066
H 5.896353 2.877342 4.074023 0.159 -0.085 0.019
H 6.487554 1.011998 1.244346 0.237 -0.063 0.000
H 1.154726 -6.120011 -3.149671 -0.303 1.003 0.001
H -2.213234 4.368830 0.235062 -0.133 0.256 -0.057
H -0.017684 3.157457 4.647433 -0.085 -0.068 -0.116
H 2.036004 0.313229 1.433307 0.231 0.137 -0.042
H 3.199404 -4.232911 0.107804 -0.256 0.554 -0.679
H 2.288940 0.195003 6.236345 -0.131 0.086 -0.044
H -5.536828 3.813794 6.485451 -0.121 -0.096 -0.088
H 1.545238 -0.986762 9.844974 -0.189 -0.143 -0.100
H 0.478498 -4.440536 -2.781684 0.622 -0.430 -0.257
H -0.404737 0.645570 1.419117 0.109 -0.041 -0.017
```
Positions in Å, forces in eV/Å.

---

Q: molecular weight of number 1 (C18H19CoN4OS)?
A: 398.38 g/mol

---

Q: The lowest molecular weight belongs to which entry?
A: C18H19CoN4OS